DFT (the ωB97M-V functional and the def2-TZVPD basis) results for C25H72AsF6N6O12 as an isolated structure in a non-equilibrium geometry.

Each line ends with the Mulliken charge.
Atoms and positions in Å:
C  -3.67272  -0.08308  6.59129  0.657
O  -2.99754  -1.10336  6.50103  -0.662
O  -4.44464  0.36283  5.73788  -0.685
O  -3.75558  0.40845  7.73138  -0.697
As  0.35026  -0.06247  0.37053  2.019
F  -0.54418  1.38051  -0.08032  -0.496
F  1.97717  0.66855  0.27059  -0.518
F  1.15184  -1.59760  0.86485  -0.536
F  -1.22799  -0.89805  0.50066  -0.508
F  0.47127  -0.51783  -1.28702  -0.478
F  0.31846  0.35593  2.10055  -0.488
O  -5.83238  1.13851  0.35561  -0.655
H  -4.95017  0.78116  0.45689  0.348
H  -5.80811  1.60437  -0.48022  0.299
O  2.07214  -1.45367  6.52003  -0.614
H  1.99275  -0.69586  5.94067  0.322
H  3.01206  -1.53446  6.68205  0.294
O  0.24016  -5.20689  4.35591  -0.626
H  0.04947  -6.00183  3.85797  0.295
H  0.63867  -4.61427  3.71854  0.330
C  -4.16016  -6.50946  -1.93391  -1.298
C  -5.55172  -6.99494  -1.64138  0.405
C  -6.03795  -6.67811  -0.21411  -0.732
O  -7.28695  -7.18878  0.09051  -0.307
C  -7.43440  -8.63701  0.19544  -0.899
N  -6.44119  -6.33897  -2.63493  -0.767
H  -4.25579  -5.44502  -2.14821  0.315
H  -3.73540  -6.93265  -2.84418  0.328
H  -3.44843  -6.59174  -1.11246  0.376
H  -5.68424  -8.07681  -1.65179  0.255
H  -5.92235  -5.61078  -0.02556  0.420
H  -5.25237  -7.10775  0.40749  0.329
H  -8.40045  -8.91274  0.61832  0.320
H  -6.69286  -8.94367  0.93313  0.335
H  -7.27246  -9.29408  -0.65903  0.288
H  -7.40729  -6.41873  -2.35139  0.280
H  -6.34810  -5.35443  -2.42972  0.300
C  1.86215  4.76618  8.86823  -1.384
C  1.11829  5.76494  7.93313  0.481
C  1.71481  5.86670  6.52122  -0.707
O  0.89248  6.63644  5.61471  -0.349
C  1.17732  6.41600  4.20486  -0.761
N  -0.29809  5.49932  7.90138  -0.720
H  1.48631  4.49322  9.85431  0.354
H  2.90459  5.02192  9.05802  0.338
H  1.92539  3.87751  8.24024  0.325
H  1.21588  6.74417  8.40184  0.210
H  1.90370  4.86286  6.14079  0.389
H  2.67985  6.37301  6.54288  0.319
H  0.74723  7.26758  3.67767  0.267
H  0.85803  5.42524  3.88153  0.329
H  2.23528  6.55159  3.98030  0.290
H  -0.48342  4.58572  7.51267  0.287
H  -0.60392  6.13877  7.18189  0.331
C  4.31724  6.52519  -3.04128  -1.380
C  4.84666  7.46586  -4.08251  0.645
C  4.66666  9.00472  -3.89731  -0.885
O  3.31205  9.52487  -3.74561  0.106
C  3.08077  10.80061  -3.20287  -1.163
N  6.29634  7.10450  -4.38426  -0.742
H  3.33930  6.95656  -2.82761  0.373
H  4.93032  6.35019  -2.15720  0.345
H  4.07440  5.58710  -3.54039  0.383
H  4.25733  7.29726  -4.98382  0.066
H  5.12242  9.49673  -4.75657  0.276
H  5.28831  9.21197  -3.02628  0.267
H  3.59395  11.55353  -3.80108  0.347
H  3.40575  10.91950  -2.16926  0.295
H  2.00848  10.99626  -3.20799  0.310
H  6.54195  7.56907  -5.24678  0.252
H  6.38316  6.12164  -4.60006  0.293
C  -5.87813  3.33366  -4.41201  -1.394
C  -7.25043  3.91846  -4.11886  0.542
C  -8.35591  2.88234  -4.32813  -0.729
O  -9.67531  3.34035  -4.03111  -0.175
C  -10.23420  4.41614  -4.82601  -1.211
N  -7.25393  4.59855  -2.83204  -0.630
H  -5.86339  2.81959  -5.37306  0.369
H  -5.58438  2.58864  -3.67257  0.279
H  -5.13432  4.12900  -4.45991  0.413
H  -7.48495  4.73824  -4.79787  0.196
H  -8.17195  2.10231  -3.58935  0.333
H  -8.35077  2.47884  -5.34068  0.401
H  -10.10241  5.43028  -4.44884  0.247
H  -11.31941  4.40583  -4.92760  0.398
H  -9.94352  4.19403  -5.85279  0.337
H  -8.16029  5.03490  -2.74125  0.232
H  -6.57016  5.34009  -2.78041  0.235
C  3.40572  -6.66204  -5.10028  -1.390
C  3.23796  -5.56384  -6.23746  0.372
C  1.84831  -5.52532  -6.85442  -0.847
O  1.40476  -6.77798  -7.49683  -0.046
C  1.42008  -6.65081  -8.86822  -1.053
N  3.57188  -4.30261  -5.57601  -0.681
H  2.72246  -6.44841  -4.27832  0.363
H  4.43814  -6.63304  -4.75189  0.364
H  3.15835  -7.64759  -5.49475  0.376
H  3.93548  -5.65434  -7.07014  0.224
H  1.88189  -4.76623  -7.63592  0.402
H  1.04290  -5.31669  -6.15022  0.273
H  2.43799  -6.67727  -9.25714  0.258
H  0.84442  -5.77120  -9.15633  0.324
H  0.83267  -7.51667  -9.17370  0.349
H  2.95934  -3.57882  -5.92388  0.246
H  3.23720  -4.28684  -4.62321  0.318
C  7.32299  -5.13238  3.43077  -1.523
C  6.53806  -4.15531  4.33092  0.635
C  7.05539  -4.12340  5.83828  -0.879
O  6.39036  -3.26320  6.73113  -0.195
C  7.09756  -3.15403  7.94904  -0.872
N  6.66941  -2.81564  3.78397  -0.794
H  6.84171  -5.34456  2.47608  0.385
H  7.45508  -6.13265  3.84322  0.350
H  8.30637  -4.71119  3.22186  0.380
H  5.47043  -4.36526  4.26620  0.356
H  8.12210  -3.90013  5.85798  0.381
H  7.00779  -5.16711  6.14891  0.326
H  6.44793  -2.65337  8.66698  0.273
H  8.06674  -2.66686  7.84201  0.320
H  7.22543  -4.15349  8.36476  0.330
H  6.23291  -2.13001  4.38353  0.240
H  6.19420  -2.77480  2.89369  0.257

total charge = -3
lowest unoccupied orbital energy = 4.31 eV
frontier orbital gap = 0.0310 hartree

=====

DFT (the ωB97M-V functional and the def2-TZVPD basis) results for one molecule with the formula C22H29N3O6 in a non-equilibrium geometry.

Each line ends with the natural charge from an NBO analysis.
Atoms and positions in Å:
C  8.06175  -0.28722  -1.54995  -0.623
C  7.09346  0.48587  -0.67519  -0.069
H  7.45764  0.56289  0.35563  0.191
H  6.93555  1.50208  -1.05430  0.188
O  5.84251  -0.20238  -0.67061  -0.509
C  4.88940  0.30967  0.11175  0.788
O  5.04538  1.30005  0.78719  -0.599
C  3.62725  -0.47019  0.06241  -0.142
C  2.59026  -0.05322  0.88167  -0.221
C  1.37264  -0.73306  0.88489  0.226
N  0.30385  -0.35790  1.66325  -0.387
C  -0.89811  -1.01113  1.57757  0.625
O  -1.89532  -0.61544  2.17526  -0.664
C  -0.89841  -2.24496  0.77265  0.213
N  0.10158  -2.62518  0.06377  -0.371
C  1.23411  -1.87079  0.05419  0.087
C  2.29245  -2.27261  -0.77058  -0.163
C  3.47725  -1.58127  -0.77572  -0.201
H  4.29522  -1.88193  -1.40983  0.234
H  2.13865  -3.13892  -1.39376  0.230
C  -2.13037  -3.09802  0.82591  -0.463
C  -2.80652  -3.21614  -0.54230  -0.483
C  -3.16522  -1.90802  -1.22889  0.693
O  -3.30166  -1.85208  -2.43536  -0.631
N  -3.39393  -0.84315  -0.42629  -0.644
H  -3.12195  -0.86255  0.54704  0.428
C  -3.53019  0.46558  -1.01626  -0.164
C  -2.14800  1.08855  -1.16797  0.817
O  -1.13066  0.58602  -0.76138  -0.628
O  -2.19869  2.24904  -1.82042  -0.507
C  -0.96222  2.91434  -2.04960  -0.264
H  -1.11617  3.56655  -2.90569  0.199
H  -0.68657  3.50372  -1.17232  0.186
H  -0.17530  2.18601  -2.25389  0.207
H  -3.92365  0.31010  -2.02951  0.266
C  -4.48906  1.37846  -0.22784  -0.205
C  -5.81438  0.65697  0.00120  -0.603
H  -6.53392  1.33204  0.45793  0.210
H  -6.22327  0.29989  -0.94071  0.213
H  -5.67367  -0.19533  0.66051  0.210
C  -3.87735  1.83539  1.09544  -0.625
H  -3.52869  0.99334  1.68797  0.228
H  -3.03491  2.50099  0.91699  0.201
H  -4.61689  2.38022  1.67771  0.215
H  -4.66774  2.26066  -0.85147  0.214
H  -3.72624  -3.79877  -0.44554  0.235
H  -2.14713  -3.74982  -1.22844  0.244
H  -2.81496  -2.69461  1.57408  0.234
H  -1.83424  -4.10254  1.13793  0.242
C  0.38103  0.78776  2.55508  -0.226
C  0.22800  2.10909  1.81149  -0.616
H  0.24435  2.93183  2.52158  0.217
H  -0.72102  2.11574  1.28397  0.220
H  1.02609  2.24817  1.08693  0.212
H  1.32688  0.74736  3.09987  0.204
H  -0.44373  0.67596  3.26405  0.244
H  2.76805  0.81174  1.49987  0.241
H  7.67637  -0.35780  -2.56352  0.213
H  8.19911  -1.29200  -1.15945  0.213
H  9.02133  0.22095  -1.56904  0.218

lowest unoccupied orbital energy = -0.41 eV
SMILES = CCOC(=O)c1ccc2nc(CCC(=O)N[C@H](C(=O)OC)C(C)C)c(=O)n(CC)c2c1
frontier orbital gap = 0.3026 hartree

=====

DFT (the ωB97M-V functional and the def2-TZVPD basis) results for an isolated ion of composition C10H15N2 and charge +1 in a non-equilibrium geometry.

Each line ends with the natural charge from an NBO analysis.
Atoms and positions in Å:
C  1.57232  -0.00492  -1.39398  -0.303
C  0.30247  -0.76649  -1.70604  -0.383
C  1.28043  1.44810  -1.07751  -0.102
C  -0.47593  -0.52543  -0.42152  0.093
C  2.95683  -1.01688  0.49557  -0.457
C  0.17305  -0.99160  1.92029  -0.392
C  1.79783  -0.62994  0.03866  0.179
C  0.12256  1.84683  -0.62551  -0.080
C  -3.12237  0.38084  0.61458  -0.701
C  -1.98804  1.30339  0.26373  0.270
N  0.52492  -0.90550  0.55160  -0.422
N  -0.88732  0.85647  -0.33563  -0.292
H  2.25339  -0.10486  -2.24918  0.268
H  -0.24524  -0.18962  -2.56531  0.222
H  2.11657  2.15533  -1.04063  0.256
H  -1.36572  -1.08712  -0.55916  0.222
H  3.17871  -1.72357  1.30911  0.229
H  3.95997  -0.82156  -0.03986  0.233
H  0.94406  -0.54570  2.44596  0.223
H  -0.77621  -0.51952  2.05575  0.186
H  -0.28398  2.83294  -0.58064  0.232
H  -3.42672  0.58057  1.68602  0.275
H  -3.95489  0.70192  -0.14439  0.282
H  -2.90442  -0.63225  0.32496  0.238
H  0.00599  -2.09042  2.16214  0.215
H  -2.12522  2.31311  0.73405  0.248
H  0.36695  -1.86413  -1.86308  0.262

total charge = +1
lowest unoccupied orbital energy (alpha / beta) = -4.59 / -4.59 eV
SMILES = C=C1[C@@H]2C=C/[N+](=C/C)[C@@H](C2)N1C
frontier orbital gap (alpha / beta) = 0.2669 / 0.2669 hartree